Entry 1:
The following is a quantum chemistry calculation of C3H7N5O4S in the gas phase, from the OMol25 dataset.

Geometry as XYZ:
```
20
Properties=species:S:1:pos:R:3
C -1.6497 -0.2491 -0.6356
C -1.8292 0.7917 0.4406
C 0.5560 1.2732 0.2673
N 1.5009 1.5363 1.2207
N -0.1472 -1.8462 -1.5109
N -0.5656 -0.9705 -0.3723
N 0.3021 -0.8782 0.6950
N 0.8730 1.1477 -0.9914
O -2.8688 0.9526 1.0075
O -2.2455 -0.3427 -1.6894
O -0.7109 1.6428 0.7075
O 1.8437 0.2586 -1.2881
S -0.4002 -1.0591 2.2454
H 2.4612 1.4625 1.0436
H 1.1415 1.3971 2.1392
H -0.0384 -2.7865 -1.1484
H -0.8714 -1.7859 -2.1871
H 0.2449 1.2675 -1.7455
H 1.5511 -0.5400 -0.8359
H 0.8526 -1.2717 2.6377
```

## Properties
LUMO: 0.10 eV
HOMO: -7.69 eV
Kohn-Sham gap: 0.286 Ha

natural (NBO) atomic charge list, values in e, 8 entries: number 1, C, carries 0.47; number 2, C, carries 0.73; number 3, C, carries 0.79; number 4, N, carries -0.79; number 5, N, carries -0.68; number 6, N, carries -0.14; number 7, N, carries -0.70; number 8, N, carries -0.32

---

Entry 2:
The following is a quantum chemistry calculation of a 2-piece molecular cluster, C4H9NO overall, from the OMol25 dataset.

Geometry as XYZ:
```
15
Properties=species:S:1:pos:R:3
C -0.9485 -2.3585 -0.6173
C 0.0782 -1.7080 -1.1541
O 0.1264 -0.3590 -0.9286
H -0.9922 -3.4398 -0.6920
H -1.6007 -1.8623 0.0877
H 0.9497 -2.0564 -1.6884
H -0.0724 0.5868 -0.8753
C 1.3561 1.4877 0.4102
N 0.1432 1.8431 0.5707
C -0.6767 1.0946 1.4745
H 1.8171 1.6870 -0.5566
H 1.8367 0.6705 0.9583
H -1.6253 0.8322 0.9667
H -0.3421 0.0540 1.6548
H -0.9990 1.5686 2.3996
```

## Properties
LUMO: 0.93 eV
HOMO: -8.88 eV
Kohn-Sham gap: 0.361 Ha

natural (NBO) atomic charge list, values in e, 8 entries: number 1, C, carries -0.51; number 2, C, carries 0.18; number 3, O, carries -0.85; number 4, H, carries 0.20; number 5, H, carries 0.21; number 6, H, carries 0.19; number 7, H, carries 0.57; number 8, C, carries -0.02

---

Entry 3:
The following is a quantum chemistry calculation of C6H12FO3PS in the gas phase, from the OMol25 dataset.

Geometry as XYZ:
```
24
Properties=species:S:1:pos:R:3
C 2.4659 -0.6274 -0.9416
C 2.9160 0.0534 0.3167
P 1.7138 1.4197 0.9553
O 0.4608 0.4828 1.6139
C -0.8113 0.3404 1.1607
C -1.0266 -1.0597 0.4696
C -2.3788 -1.0208 -0.3939
F -3.5008 -0.9969 0.4538
C -2.4480 0.2961 -1.1917
S -1.1737 1.3772 -0.2586
O -1.6880 2.6877 0.0854
O -0.0115 1.4786 -1.1352
H 1.3167 -0.8641 -0.8630
H 2.4410 0.1518 -1.6740
H 3.0449 -1.5879 -1.0665
H 3.9663 0.4542 0.4444
H 2.8860 -0.7112 1.2413
H 2.3842 1.5534 2.1721
H -1.4709 0.6312 2.0023
H -1.0014 -1.8894 1.2196
H -0.1316 -1.1867 -0.1195
H -2.3556 -1.8277 -1.1195
H -2.1126 0.1690 -2.1702
H -3.4848 0.6761 -1.2010
```

## Properties
LUMO: 0.66 eV
HOMO: -8.51 eV
Kohn-Sham gap: 0.337 Ha

natural (NBO) atomic charge list, values in e, 8 entries: number 1, C, carries -0.62; number 2, C, carries -0.70; number 3, P, carries 0.88; number 4, O, carries -0.78; number 5, C, carries -0.12; number 6, C, carries -0.47; number 7, C, carries 0.20; number 8, F, carries -0.36

---

Entry 4:
The following is a quantum chemistry calculation of a 2-piece molecular cluster, CH6N2S overall, from the OMol25 dataset.

Geometry as XYZ:
```
10
Properties=species:S:1:pos:R:3
S -1.0687 0.9783 -2.0665
H 0.2190 1.2824 -2.1470
N 0.6589 -0.8191 -0.4405
C 0.3302 -0.4387 0.7431
N -0.5980 0.4109 1.3324
H -0.1634 -0.4537 -1.2363
H 1.3979 -1.5068 -0.3340
H 0.9880 -0.8099 1.5471
H -1.4991 0.0174 1.5370
H -0.2648 1.3391 1.0649
```

## Properties
LUMO: -0.18 eV
HOMO: -7.35 eV
Kohn-Sham gap: 0.263 Ha

natural (NBO) atomic charge list, values in e, 8 entries: number 1, S, carries -0.77; number 2, H, carries 0.10; number 3, N, carries -0.65; number 4, C, carries 0.43; number 5, N, carries -0.91; number 6, H, carries 0.38; number 7, H, carries 0.41; number 8, H, carries 0.14

---

Entry 5:
The following is a quantum chemistry calculation of a 2-piece molecular cluster, C2H3BrOS overall, from the OMol25 dataset.

Geometry as XYZ:
```
8
Properties=species:S:1:pos:R:3
C 1.0897 0.4046 0.0127
C 0.4739 1.1822 0.8696
O -0.1804 1.9494 1.4458
H 2.0055 -0.0659 0.2299
H 0.7929 0.7617 -1.0117
S -1.9710 -1.5852 0.0538
Br -1.4111 -0.3881 -1.6837
H -0.7996 -2.2588 0.0838
```

## Properties
LUMO: -0.48 eV
HOMO: -9.20 eV
Kohn-Sham gap: 0.320 Ha

Let us look at the natural (NBO) charges, expressed in e, one per atom: number 1, C, carries -0.82; number 2, C, carries 0.73; number 3, O, carries -0.46; number 4, H, carries 0.26; number 5, H, carries 0.28; number 6, S, carries -0.07; number 7, Br, carries -0.06; number 8, H, carries 0.14

---

Entry 6:
The following is a quantum chemistry calculation of C4H3IrLiO as an isolated structure, from the OMol25 dataset.

Geometry as XYZ:
```
10
Properties=species:S:1:pos:R:3
C -0.6071 0.6719 0.7747
C -1.7213 1.1631 0.9086
H -2.7077 1.5476 1.1278
Li 0.3265 -2.3401 0.9803
O 0.2070 -0.3485 -1.9732
C 1.0017 -0.4666 -1.0485
C 1.1047 -0.1845 0.2572
Ir -1.5194 0.4456 -1.7177
H 2.2843 -0.5287 -0.4901
H 1.6314 0.0402 1.1808
```

## Properties
⟨S²⟩: 6.02
LUMO (alpha / beta): -15.39 / -18.23 eV
Charge: +3
Multiplicity: 5
HOMO (alpha / beta): -24.39 / -24.68 eV
Kohn-Sham gap (alpha / beta): 0.331 / 0.237 Ha

natural (NBO) atomic charge list, values in e, 8 entries: number 1, C, carries -0.10; number 2, C, carries -0.14; number 3, H, carries 0.35; number 4, Li, carries 1.00; number 5, O, carries -0.56; number 6, C, carries 0.50; number 7, C, carries -0.51; number 8, Ir, carries 1.58